{"formula": "C19H21BN2O2Sr", "method": "wB97M-V/def2-TZVPD", "elements": ["C", "C", "H", "H", "H", "H", "H", "H", "C", "C", "C", "C", "H", "H", "H", "H", "N", "C", "C", "N", "C", "C", "C", "H", "H", "C", "H", "H", "Sr", "C", "H", "H", "H", "O", "B", "O", "C", "C", "C", "C", "C", "C", "H", "H", "H", "H"], "positions_angstrom": [[-5.166, 0.205, 0.337], [-5.191, 1.515, -0.472], [-5.361, -0.665, -0.302], [-5.972, 0.258, 1.080], [-4.229, 0.017, 0.889], [-4.338, 1.652, -1.161], [-6.111, 1.528, -1.074], [-5.219, 2.391, 0.195], [1.112, -3.022, 0.166], [2.016, -4.043, -0.167], [3.082, -3.787, -1.024], [3.204, -2.486, -1.506], [0.354, -3.137, 0.952], [1.847, -5.035, 0.236], [3.806, -4.554, -1.319], [4.044, -2.205, -2.119], [1.117, -1.837, -0.470], [2.212, -1.538, -1.239], [2.299, -0.159, -1.747], [1.257, 0.670, -1.423], [1.381, 1.978, -1.701], [3.451, 1.623, -2.894], [2.439, 2.494, -2.472], [0.599, 2.609, -1.267], [2.441, 3.551, -2.717], [3.412, 0.295, -2.493], [4.235, -0.413, -2.737], [4.270, 1.966, -3.515], [-1.034, -0.194, -0.175], [-1.437, 2.304, 0.325], [-1.774, 2.848, -0.570], [-0.496, 2.722, 0.726], [-2.228, 2.318, 1.085], [0.304, -2.084, 3.222], [-0.516, -1.265, 2.404], [-1.325, -0.484, 3.313], [-1.038, -0.905, 4.563], [-1.463, -0.368, 5.758], [-0.832, -0.809, 6.938], [0.170, -1.784, 6.887], [0.555, -2.349, 5.650], [-0.047, -1.879, 4.517], [-2.228, 0.394, 5.739], [-1.139, -0.381, 7.896], [0.661, -2.122, 7.802], [1.328, -3.106, 5.565]], "orbital_gap_ev": 5.745, "e_tot_ha": -1052.1604, "charge": 0, "e_homo_ha": -0.237, "largest_force_ev_per_a": 1.62}


{"formula": "C46H132N8O19", "method": "wB97M-V/def2-TZVPD", "elements": ["C", "O", "H", "H", "H", "H", "C", "O", "H", "H", "H", "H", "C", "O", "H", "H", "H", "H", "C", "O", "H", "H", "H", "H", "C", "O", "H", "H", "H", "H", "C", "O", "H", "H", "H", "H", "C", "O", "H", "H", "H", "H", "C", "O", "H", "H", "H", "H", "C", "O", "C", "C", "N", "C", "C", "O", "C", "H", "H", "H", "H", "H", "H", "H", "H", "H", "H", "H", "H", "H", "H", "H", "C", "O", "C", "C", "N", "C", "C", "O", "C", "H", "H", "H", "H", "H", "H", "H", "H", "H", "H", "H", "H", "H", "H", "H", "C", "O", "C", "C", "N", "C", "C", "O", "C", "H", "H", "H", "H", "H", "H", "H", "H", "H", "H", "H", "H", "H", "H", "H", "C", "C", "C", "O", "C", "N", "H", "H", "H", "H", "H", "H", "H", "H", "H", "H", "H", "C", "C", "C", "O", "C", "N", "H", "H", "H", "H", "H", "H", "H", "H", "H", "H", "H", "C", "C", "C", "O", "C", "N", "H", "H", "H", "H", "H", "H", "H", "H", "H", "H", "H", "C", "C", "C", "O", "C", "N", "H", "H", "H", "H", "H", "H", "H", "H", "H", "H", "H", "C", "C", "C", "O", "C", "N", "H", "H", "H", "H", "H", "H", "H", "H", "H", "H", "H"], "positions_angstrom": [[21.624, 22.022, -2.720], [20.764, 23.031, -2.088], [21.557, 21.975, -3.806], [22.654, 22.105, -2.372], [21.373, 21.019, -2.378], [21.300, 23.369, -1.366], [14.920, 15.846, 0.260], [15.340, 15.953, 1.638], [15.526, 15.059, -0.188], [13.846, 15.664, 0.202], [15.088, 16.761, -0.308], [16.296, 16.002, 1.576], [16.005, 15.585, -6.154], [15.509, 14.184, -6.031], [16.696, 15.755, -5.328], [16.654, 15.640, -7.029], [15.134, 16.232, -6.061], [15.185, 13.841, -6.867], [18.128, 22.964, -4.205], [19.264, 23.770, -4.381], [17.610, 23.053, -5.160], [18.501, 21.940, -4.231], [17.447, 23.077, -3.361], [19.811, 23.512, -3.636], [16.213, 18.383, 3.609], [16.848, 19.466, 4.234], [16.603, 17.458, 4.035], [15.183, 18.531, 3.936], [16.205, 18.298, 2.523], [16.316, 20.243, 4.048], [20.540, 14.690, -4.496], [21.329, 15.307, -5.548], [20.287, 15.428, -3.733], [19.597, 14.208, -4.751], [21.087, 13.897, -3.986], [20.834, 15.810, -6.199], [18.798, 27.160, 0.201], [19.468, 28.368, 0.387], [17.857, 27.417, -0.285], [19.375, 26.439, -0.378], [18.628, 26.773, 1.205], [19.043, 28.941, 1.030], [22.273, 27.028, 3.389], [22.997, 25.824, 3.390], [22.889, 27.887, 3.653], [21.664, 27.084, 2.487], [21.673, 26.895, 4.289], [22.826, 25.449, 4.257], [19.472, 24.263, 2.173], [18.248, 24.013, 1.508], [18.366, 23.206, 0.337], [18.728, 21.698, 0.541], [18.166, 20.979, -0.639], [18.209, 19.556, -0.517], [17.690, 18.798, -1.723], [18.633, 18.928, -2.792], [18.640, 17.917, -3.818], [19.887, 23.295, 2.458], [19.511, 24.981, 2.992], [20.133, 24.756, 1.460], [18.973, 23.706, -0.418], [17.387, 23.170, -0.141], [18.270, 21.478, 1.506], [19.813, 21.620, 0.599], [18.545, 21.285, -1.524], [17.523, 19.231, 0.265], [19.224, 19.228, -0.294], [16.688, 19.168, -1.942], [17.478, 17.797, -1.348], [17.684, 17.964, -4.341], [18.754, 16.927, -3.376], [19.553, 18.079, -4.390], [20.439, 20.414, -6.707], [19.937, 20.746, -8.021], [19.234, 21.920, -7.906], [18.359, 22.128, -9.179], [17.067, 21.475, -9.142], [17.181, 19.956, -9.166], [15.822, 19.365, -9.361], [15.146, 19.782, -10.564], [14.115, 18.852, -10.923], [21.279, 21.049, -6.425], [20.814, 19.403, -6.547], [19.756, 20.463, -5.859], [20.001, 22.670, -7.710], [18.564, 21.983, -7.049], [18.872, 21.868, -10.105], [18.066, 23.162, -9.362], [16.582, 21.749, -9.985], [17.559, 19.596, -8.209], [17.835, 19.638, -9.978], [15.197, 19.637, -8.510], [15.927, 18.281, -9.412], [14.696, 18.007, -11.292], [13.519, 19.209, -11.763], [13.387, 18.618, -10.147], [13.564, 19.226, 1.323], [13.446, 20.156, 0.179], [14.703, 20.734, -0.177], [14.516, 21.912, -1.048], [13.614, 22.910, -0.470], [12.998, 23.803, -1.510], [12.385, 25.038, -0.807], [11.637, 25.677, -1.846], [10.973, 26.841, -1.366], [14.248, 18.394, 1.159], [12.612, 18.763, 1.582], [13.653, 19.912, 2.166], [15.343, 19.999, -0.664], [15.290, 21.018, 0.697], [14.102, 21.473, -1.955], [15.437, 22.374, -1.403], [12.805, 22.334, -0.285], [12.221, 23.305, -2.089], [13.765, 24.051, -2.244], [13.088, 25.751, -0.376], [11.778, 24.699, 0.032], [11.677, 27.614, -1.058], [10.147, 26.716, -0.666], [10.470, 27.263, -2.235], [20.022, 22.334, 5.966], [21.135, 23.196, 5.384], [21.823, 24.123, 6.413], [22.973, 24.773, 5.907], [23.644, 25.551, 6.807], [22.105, 22.300, 4.769], [19.207, 22.081, 5.287], [19.655, 22.746, 6.906], [20.524, 21.460, 6.381], [20.806, 23.838, 4.566], [21.930, 23.528, 7.319], [21.056, 24.868, 6.629], [24.586, 25.867, 6.358], [23.743, 25.161, 7.820], [23.263, 26.559, 6.968], [22.925, 22.846, 4.542], [21.840, 21.860, 3.899], [15.222, 25.005, 4.162], [14.209, 24.556, 3.069], [12.830, 25.102, 3.164], [11.877, 24.383, 4.014], [10.926, 25.169, 4.635], [14.738, 24.774, 1.702], [16.138, 24.424, 4.055], [14.819, 24.955, 5.174], [15.582, 26.011, 3.947], [14.119, 23.469, 3.050], [12.306, 25.346, 2.239], [12.949, 26.127, 3.515], [11.514, 25.783, 5.316], [10.125, 24.599, 5.106], [10.317, 25.788, 3.975], [14.361, 24.057, 1.099], [15.747, 24.746, 1.732], [20.340, 18.920, 3.881], [20.536, 18.794, 2.320], [21.712, 19.595, 1.781], [21.532, 20.936, 2.081], [22.496, 21.655, 1.328], [20.696, 17.406, 2.049], [21.143, 18.429, 4.430], [19.423, 18.478, 4.271], [20.350, 19.959, 4.211], [19.718, 19.214, 1.735], [21.823, 19.222, 0.763], [22.591, 19.289, 2.348], [23.489, 21.555, 1.767], [22.311, 22.727, 1.396], [22.617, 21.435, 0.268], [21.495, 17.103, 2.589], [20.965, 17.365, 1.076], [23.032, 17.442, -3.223], [22.446, 17.166, -1.808], [23.510, 17.331, -0.687], [23.953, 18.701, -0.546], [25.055, 18.900, 0.261], [21.158, 17.814, -1.488], [23.664, 16.586, -3.460], [23.658, 18.330, -3.305], [22.148, 17.499, -3.859], [22.174, 16.111, -1.804], [24.319, 16.645, -0.937], [23.130, 16.985, 0.274], [25.023, 18.478, 1.266], [24.952, 19.957, 0.507], [26.020, 18.655, -0.181], [21.479, 18.771, -1.449], [20.680, 17.861, -2.376], [11.808, 16.950, -3.774], [13.272, 17.653, -4.009], [13.508, 19.072, -3.489], [14.930, 19.339, -3.415], [15.383, 20.368, -4.314], [14.184, 16.702, -3.361], [11.761, 15.940, -4.181], [11.007, 17.520, -4.244], [11.415, 16.969, -2.758], [13.525, 17.640, -5.069], [13.195, 19.072, -2.445], [12.783, 19.689, -4.020], [14.616, 21.116, -4.517], [15.589, 19.823, -5.235], [16.262, 20.839, -3.873], [13.953, 16.715, -2.378], [15.106, 17.104, -3.447]], "orbital_gap_ev": [8.622, 3.124], "e_tot_ha": -3698.5440, "s_squared": 0.75, "charge": 1, "e_homo_ha": [-0.386, -0.386], "multiplicity": 2, "largest_force_ev_per_a": 3.95}


{"formula": "C30H39BN8O7P", "method": "wB97M-V/def2-TZVPD", "elements": ["C", "C", "P", "C", "C", "N", "C", "N", "N", "B", "O", "N", "C", "C", "C", "C", "C", "C", "C", "N", "H", "H", "H", "H", "H", "H", "H", "H", "H", "H", "H", "H", "H", "H", "H", "H", "H", "H", "H", "H", "H", "H", "H", "H", "C", "C", "C", "C", "C", "C", "N", "O", "O", "H", "H", "H", "H", "H", "C", "C", "C", "C", "C", "C", "N", "O", "O", "H", "H", "H", "H", "H", "C", "C", "C", "C", "C", "C", "N", "O", "O", "H", "H", "H", "H", "H"], "positions_angstrom": [[-3.641, 0.348, -0.158], [-3.952, -0.546, -1.381], [-2.926, 0.014, -2.796], [-3.662, -0.396, -4.441], [-4.823, -1.422, -4.446], [-1.275, -0.630, -2.673], [-0.235, 0.157, -2.874], [1.027, -0.401, -2.772], [-0.298, 1.488, -3.139], [-0.013, 2.358, -1.957], [-1.003, 2.985, -1.294], [1.407, 2.490, -1.570], [1.832, 3.905, -1.609], [1.688, 1.845, -0.263], [-1.015, -2.022, -2.363], [-1.201, -2.455, -1.087], [-0.956, -3.736, -0.683], [-0.486, -4.583, -1.684], [-0.350, -4.054, -2.939], [-0.582, -2.808, -3.318], [-3.452, 1.366, -0.499], [-4.494, 0.370, 0.517], [-2.746, 0.003, 0.361], [-3.829, -1.602, -1.133], [-4.998, -0.382, -1.637], [-3.970, 0.531, -4.916], [-2.865, -0.823, -5.056], [-4.496, -2.391, -4.814], [-5.554, -1.079, -5.183], [-5.364, -1.500, -3.507], [1.171, -0.941, -3.624], [1.709, 0.354, -2.705], [-1.137, 1.755, -3.647], [-0.753, 3.209, -0.382], [2.915, 3.917, -1.763], [1.647, 4.452, -0.685], [1.398, 4.380, -2.489], [2.215, 2.536, 0.398], [2.389, 1.019, -0.423], [0.806, 1.410, 0.221], [-1.552, -1.740, -0.351], [-1.095, -4.045, 0.342], [-0.242, -5.616, -1.494], [-0.012, -4.733, -3.718], [-0.831, 2.894, 5.320], [0.431, 3.441, 5.134], [0.749, 4.060, 3.936], [-0.210, 4.124, 2.939], [-1.472, 3.577, 3.107], [-1.780, 2.958, 4.307], [0.115, 4.797, 1.679], [1.229, 5.253, 1.547], [-0.760, 4.864, 0.824], [-1.078, 2.416, 6.259], [1.169, 3.389, 5.923], [1.734, 4.485, 3.797], [-2.211, 3.630, 2.321], [-2.761, 2.529, 4.455], [-0.959, -10.210, 0.039], [-2.201, -10.380, 0.638], [-2.720, -9.388, 1.455], [-1.983, -8.236, 1.656], [-0.744, -8.053, 1.076], [-0.229, -9.048, 0.260], [-2.520, -7.161, 2.493], [-3.598, -7.330, 3.019], [-1.844, -6.154, 2.598], [-0.559, -10.984, -0.603], [-2.766, -11.286, 0.466], [-3.686, -9.519, 1.921], [-0.178, -7.150, 1.247], [0.739, -8.919, -0.205], [6.138, 6.740, 0.089], [7.029, 5.712, 0.366], [6.814, 4.880, 1.453], [5.701, 5.090, 2.248], [4.808, 6.115, 1.990], [5.031, 6.944, 0.902], [5.459, 4.194, 3.387], [6.269, 3.318, 3.598], [4.456, 4.378, 4.052], [6.307, 7.385, -0.764], [7.892, 5.556, -0.268], [7.507, 4.080, 1.668], [3.945, 6.275, 2.619], [4.340, 7.747, 0.687]], "orbital_gap_ev": 8.408, "e_tot_ha": -2497.0882, "charge": 1, "e_homo_ha": -0.412, "largest_force_ev_per_a": 2.72}